1.
{
  "formula": "C5H6N2O2",
  "method": "wB97M-V/def2-TZVPD",
  "e_above_lowest_kcal_mol": 92.88,
  "gap_ev": 10.1,
  "e_homo_ev": -9.95,
  "energy_ev": -12353.593,
  "spin_multiplicity": 1,
  "symbols": ["N", "C", "O", "C", "C", "C", "C", "N", "H", "H", "H", "H", "O", "H", "H"],
  "xyz": [[1.751, 2.866, 1.098], [0.932, 1.849, 1.415], [0.437, 1.688, 2.526], [0.597, 0.960, 0.305], [0.260, 0.273, -0.633], [-0.112, -0.619, -1.723], [-1.200, -1.618, -1.356], [-1.066, -2.402, -0.297], [2.034, 3.521, 1.816], [2.076, 3.017, 0.154], [-0.487, -0.045, -2.584], [0.775, -1.168, -2.071], [-1.537, -2.423, -2.305], [-0.769, -1.934, 0.553], [-1.492, -3.357, -1.179]],
  "forces_ev_per_angstrom": [[0.6613, 0.5996, -0.2807], [-1.0819, -0.3210, 1.0039], [0.5951, 0.0620, -0.7948], [-0.2762, -0.5743, -1.0465], [0.5096, 0.7053, 0.9938], [-1.1856, 1.6508, -0.2365], [3.3608, -4.9590, -1.0659], [-0.9741, 1.0766, 0.2439], [-0.1933, -0.2257, -0.1133], [-0.1018, -0.1601, 0.2747], [0.2855, 0.0079, 0.2104], [-0.5721, -0.1790, 0.2187], [-1.2337, 0.7416, -0.7113], [-0.0313, -0.6685, 0.5014], [0.2379, 2.2438, 0.8021]],
  "mulliken_charge": [-0.3421, -0.1598, -0.5880, 0.2782, 0.4967, -0.5653, 0.3287, -0.5439, 0.2298, 0.2184, 0.3135, 0.2740, -0.6602, 0.2151, 0.5049]
}



2.
{
  "formula": "C15H18FN3O",
  "method": "wB97M-V/def2-TZVPD",
  "smiles": "O=C(CNc1ccccc1F)N/N=C/[C@H]1CC=CCC1",
  "e_above_lowest_kcal_mol": 6.12,
  "gap_ev": 8.5,
  "e_homo_ev": -7.95,
  "energy_ev": -25081.425,
  "spin_multiplicity": 1,
  "symbols": ["O", "C", "N", "N", "C", "C", "C", "C", "C", "C", "C", "H", "H", "H", "H", "H", "H", "H", "H", "H", "H", "H", "C", "N", "C", "C", "C", "C", "C", "C", "F", "H", "H", "H", "H", "H", "H", "H"],
  "xyz": [[1.429, 0.680, -1.179], [1.278, 1.259, -0.137], [0.074, 1.427, 0.491], [-1.071, 0.958, -0.043], [-2.167, 1.147, 0.551], [-3.452, 0.630, 0.001], [-4.056, -0.409, 0.956], [-5.458, -0.787, 0.487], [-5.476, -1.090, -0.980], [-4.505, -0.739, -1.806], [-3.279, 0.007, -1.383], [-3.047, 0.785, -2.113], [-2.422, -0.670, -1.367], [-4.560, -0.995, -2.855], [-6.346, -1.618, -1.344], [-5.815, -1.656, 1.046], [-6.154, 0.034, 0.692], [-4.094, -0.016, 1.975], [-3.418, -1.295, 0.955], [-4.154, 1.471, -0.063], [-2.225, 1.686, 1.509], [0.033, 1.937, 1.377], [2.436, 1.913, 0.639], [3.720, 1.587, 0.084], [4.204, 0.294, 0.096], [3.763, -0.707, 0.962], [4.362, -1.954, 0.970], [5.412, -2.247, 0.120], [5.870, -1.273, -0.755], [5.268, -0.037, -0.751], [5.719, 0.919, -1.609], [6.682, -1.463, -1.438], [5.871, -3.223, 0.129], [3.994, -2.709, 1.649], [2.938, -0.519, 1.630], [3.927, 2.070, -0.781], [2.313, 3.000, 0.600], [2.405, 1.605, 1.688]],
  "forces_ev_per_angstrom": [[0.0494, 0.0176, -0.1064], [0.1322, 0.0267, 0.1195], [-0.1351, 0.4685, 0.9089], [-0.0986, -0.3395, -0.6642], [0.0165, 0.3069, 0.3803], [0.0631, -0.3199, -0.1111], [-0.2393, 0.2300, -0.0522], [0.1469, -0.0157, 0.1046], [-0.2391, -0.0438, 0.1020], [0.1099, 0.0040, -0.1406], [-0.0502, 0.1363, 0.1643], [0.0852, -0.0261, -0.0210], [0.0520, 0.0650, -0.0662], [-0.1058, -0.0910, -0.1108], [-0.0582, -0.0621, -0.1712], [-0.0527, 0.0531, 0.0144], [-0.0328, -0.0442, 0.0835], [0.0495, -0.0457, 0.0414], [0.0762, -0.0319, 0.0407], [0.0029, -0.0069, -0.0020], [0.0940, -0.0130, -0.0313], [0.0691, -0.1993, -0.3394], [0.1845, -0.2562, -0.2371], [-0.0287, 0.5350, -0.2390], [0.3262, -0.2686, 0.0018], [-0.0189, 0.1955, -0.1285], [0.0581, -0.1487, 0.0064], [-0.0319, -0.0723, 0.0652], [-0.0989, 0.2174, -0.0301], [-0.0173, -0.0863, 0.0172], [-0.1476, -0.0567, 0.1618], [0.0813, 0.0236, -0.0830], [0.0423, -0.0873, 0.0005], [-0.0322, -0.0554, 0.0536], [-0.1077, 0.0534, 0.0673], [-0.0366, -0.0724, 0.1368], [-0.0206, -0.1077, 0.0833], [-0.0869, 0.1176, -0.0196]],
  "mulliken_charge": [-0.5721, 0.5968, -0.1265, -0.1160, -0.7076, 0.4512, -0.8243, -0.6641, -0.3980, -0.4827, -0.7138, 0.4013, 0.3221, 0.3927, 0.3669, 0.3926, 0.2960, 0.3322, 0.3379, 0.2574, 0.3552, 0.3391, -1.1140, -0.2699, 0.2001, -0.2454, -0.8310, -0.4241, -0.5635, 0.7845, -0.3365, 0.4193, 0.3670, 0.3700, 0.2845, 0.2894, 0.4127, 0.4206]
}



3.
{
  "formula": "C4H4NO",
  "method": "wB97M-V/def2-TZVPD",
  "e_above_lowest_kcal_mol": 47.72,
  "gap_ev": [9.0, 8.7],
  "e_homo_ev": [-16.26, -16.94],
  "energy_ev": -7738.374,
  "spin_multiplicity": 1,
  "total_charge": 1,
  "symbols": ["C", "C", "C", "C", "N", "O", "H", "H", "H", "H"],
  "xyz": [[1.330, 0.438, 0.001], [0.140, 1.101, 0.041], [0.999, -0.946, 0.042], [-0.897, 0.094, -0.023], [-2.499, 0.060, 0.008], [-0.339, -1.130, -0.031], [2.281, 0.994, 0.085], [0.115, 2.245, 0.171], [1.475, -1.868, -0.260], [-2.606, -0.987, -0.033]],
  "forces_ev_per_angstrom": [[0.3249, -0.1583, 0.9860], [-0.7162, 1.8659, 0.2469], [-0.7200, -0.0381, -1.9943], [-6.3762, 0.3434, 0.5476], [6.8526, -0.1628, -0.2343], [1.1615, 0.5548, 0.3318], [-0.4258, -1.0569, -0.2114], [-0.6610, -2.1462, -0.4668], [0.7826, 0.0484, 0.7437], [-0.2224, 0.7498, 0.0509]],
  "mulliken_charge": [-0.1441, -0.1351, -0.1097, 0.3999, -0.3208, -0.1953, 0.3885, 0.3617, 0.4142, 0.3407]
}



Please write out number 3 again, unchanged.
{
  "formula": "C4H4NO",
  "method": "wB97M-V/def2-TZVPD",
  "e_above_lowest_kcal_mol": 47.72,
  "gap_ev": [9.0, 8.7],
  "e_homo_ev": [-16.26, -16.94],
  "energy_ev": -7738.374,
  "spin_multiplicity": 1,
  "total_charge": 1,
  "symbols": ["C", "C", "C", "C", "N", "O", "H", "H", "H", "H"],
  "xyz": [[1.330, 0.438, 0.001], [0.140, 1.101, 0.041], [0.999, -0.946, 0.042], [-0.897, 0.094, -0.023], [-2.499, 0.060, 0.008], [-0.339, -1.130, -0.031], [2.281, 0.994, 0.085], [0.115, 2.245, 0.171], [1.475, -1.868, -0.260], [-2.606, -0.987, -0.033]],
  "forces_ev_per_angstrom": [[0.3249, -0.1583, 0.9860], [-0.7162, 1.8659, 0.2469], [-0.7200, -0.0381, -1.9943], [-6.3762, 0.3434, 0.5476], [6.8526, -0.1628, -0.2343], [1.1615, 0.5548, 0.3318], [-0.4258, -1.0569, -0.2114], [-0.6610, -2.1462, -0.4668], [0.7826, 0.0484, 0.7437], [-0.2224, 0.7498, 0.0509]],
  "mulliken_charge": [-0.1441, -0.1351, -0.1097, 0.3999, -0.3208, -0.1953, 0.3885, 0.3617, 0.4142, 0.3407]
}